Entry 1:
Formula: C35H60BClN6O6S
Source: OMol25
Level of theory: ωB97M-V/def2-TZVPD

Properties
E_HOMO (Eh): -0.3105

```
110
Properties=species:S:1:pos:R:3:forces:R:3:lowdin_charge:R:1
C 5.915 -5.141 2.243 -0.6854 -0.6871 -0.1525 -0.129
C 4.446 -5.260 1.633 0.4524 1.3299 -0.7944 -0.252
C 4.119 -3.882 0.912 0.3967 -0.1109 1.4063 -0.225
C 4.343 -2.712 1.997 -0.5815 0.2310 -2.0807 -0.195
C 3.435 -1.490 1.547 0.3460 0.5017 0.4547 -0.192
C 2.338 -1.044 2.609 0.0212 1.0584 -0.7469 -0.140
C 1.062 -0.592 1.802 -2.0744 -0.2717 -0.0404 -0.077
C -0.172 -1.396 1.765 0.9439 2.3677 -1.1601 0.031
B -0.299 -2.786 2.596 0.4305 -0.0079 0.3183 -0.538
N -0.691 -4.066 2.006 -0.3952 1.4879 -0.1777 0.161
O 0.031 -2.782 3.989 -1.3385 -0.0501 -0.8922 0.068
C -1.358 -0.869 0.942 1.9556 0.9723 -0.6636 -0.091
C -2.690 -1.709 0.944 0.1170 0.5979 0.6181 -0.141
C -3.428 -1.387 2.329 0.2330 0.7546 -0.1002 -0.180
C -4.979 -1.160 2.174 0.2440 -0.3714 1.0918 -0.165
C -5.737 -2.539 2.030 0.8883 0.8506 0.4245 -0.222
N -6.968 -2.464 1.204 1.0885 -1.9127 -0.2602 -0.128
C -7.481 -3.878 1.160 0.0504 -0.3303 -0.4824 -0.094
C -6.636 -2.071 -0.188 -0.0028 0.9127 0.0461 -0.455
C -5.647 -2.913 -1.088 -0.3288 0.5870 1.0664 0.008
O -7.140 -1.045 -0.586 0.6196 -1.0342 -0.0632 0.093
C -1.235 0.391 0.223 -0.3324 -1.3817 0.5983 -0.069
C -2.461 0.936 -0.616 1.3027 1.0408 0.5172 -0.131
C -2.176 0.973 -2.175 -0.5024 0.3185 -0.4952 -0.164
C -3.290 0.282 -3.045 0.5177 0.7520 -0.9379 -0.222
O -3.238 -1.157 -3.010 0.1674 0.7861 -0.2308 -0.238
C -2.210 -1.672 -3.868 0.4522 -1.1821 0.1001 -0.117
C 0.027 1.226 0.239 -1.7325 -2.5191 0.7408 -0.127
N -0.003 2.404 -0.505 3.7897 -0.2765 2.0476 0.125
C 1.179 3.032 -0.337 -0.4258 -0.0239 -0.0738 -0.529
Cl 1.348 4.632 -1.177 -0.2616 -1.5079 0.7215 0.679
C 2.353 2.589 0.468 0.2290 -0.6656 -0.3242 -0.245
C 3.643 3.486 0.562 -1.1873 -0.3596 0.7022 -0.197
C 3.306 4.598 1.679 -0.4621 -0.4734 -1.4343 -0.460
S 3.917 4.117 3.348 -0.6548 -0.1763 0.6649 0.940
C 2.587 3.355 4.290 -2.8050 -0.2728 1.6708 -0.586
N 1.715 3.859 5.227 1.9825 -1.1630 -2.4200 0.027
N 0.940 2.833 5.620 -0.7472 -2.7756 0.3195 -0.013
C 1.279 1.654 5.015 1.0445 5.6814 0.3412 -0.089
O 2.301 2.024 4.180 0.7751 -1.6812 -0.9666 -0.071
N 2.349 1.412 1.140 -1.9168 1.6965 -1.8052 0.175
C 1.152 0.710 1.035 -0.4016 -0.5813 0.3112 -0.120
H 5.809 -4.813 3.309 0.4510 -0.2982 -0.9177 0.070
H 6.551 -4.403 1.682 -0.6766 -0.7068 0.5020 0.070
H 6.421 -6.141 2.189 -0.3500 0.9297 0.3034 0.066
H 3.679 -5.367 2.456 0.8586 -0.2274 -0.9327 0.107
H 4.357 -6.076 0.868 0.0992 0.4906 0.9598 0.096
H 3.065 -3.887 0.520 0.9816 0.0934 0.4134 0.099
H 4.833 -3.655 0.064 -0.8263 -0.5200 0.7273 0.114
H 4.122 -3.067 3.036 0.1841 0.3965 -0.8975 0.108
H 5.420 -2.388 1.884 -1.1454 -0.4497 0.6188 0.104
H 2.897 -1.674 0.572 0.7080 -0.1649 0.9727 0.107
H 4.106 -0.601 1.346 -0.8600 -0.8706 0.2467 0.102
H 2.762 -0.144 3.148 -0.6091 -0.9436 -0.5595 0.097
H 2.109 -1.804 3.398 0.0446 0.4288 -1.0383 0.101
H -0.778 -4.018 0.986 -0.0479 -0.1341 0.5435 0.072
H -1.574 -4.413 2.401 0.8557 -0.3305 -0.0193 0.089
H -0.668 -2.336 4.498 0.6060 0.0328 -0.1071 0.098
H -3.388 -1.413 0.119 0.8717 -0.2063 0.6308 0.083
H -2.494 -2.809 0.812 -0.1203 1.2269 0.2018 0.094
H -2.998 -0.404 2.696 -0.4373 -1.0510 -0.3820 0.122
H -3.160 -2.134 3.141 -0.5017 0.5878 -0.9373 0.115
H -5.164 -0.435 1.338 0.0607 -0.8244 0.5705 0.109
H -5.332 -0.655 3.123 0.2243 -0.4492 -1.1275 0.118
H -4.977 -3.291 1.641 -0.8613 0.5490 0.1510 0.102
H -6.008 -2.902 3.065 0.0875 0.3611 -1.1259 0.134
H -6.622 -4.623 1.185 -0.8873 0.7021 -0.2430 0.087
H -8.038 -4.000 0.185 0.2998 -0.1357 1.2611 0.099
H -8.124 -4.127 2.045 0.4234 0.5283 -0.9055 0.092
H -6.280 -3.535 -1.770 0.8005 0.5265 0.4363 0.095
H -4.986 -3.543 -0.440 -0.7015 0.2923 -0.7172 0.067
H -4.995 -2.174 -1.625 -0.7780 -0.8204 0.1590 0.071
H -3.429 0.451 -0.337 0.9972 0.2312 -0.4248 0.095
H -2.556 2.019 -0.294 -0.0654 -1.1774 -0.3184 0.115
H -2.149 2.057 -2.502 -0.0223 -1.1679 0.3636 0.116
H -1.157 0.568 -2.453 -1.1266 0.2223 0.4829 0.113
H -3.139 0.573 -4.134 -0.1139 -0.0590 1.1637 0.124
H -4.315 0.683 -2.784 1.0050 -0.8843 0.0660 0.134
H -1.660 -2.454 -3.259 -0.3935 0.8804 -0.7469 0.098
H -1.479 -0.904 -4.230 -0.7108 -0.5276 0.4283 0.075
H -2.626 -2.209 -4.776 0.1870 0.7695 0.9678 0.101
H 3.870 3.982 -0.418 -0.2720 -0.5127 0.9743 0.089
H 4.506 2.837 0.888 -0.9938 0.7234 -0.3706 0.109
H 2.192 4.777 1.672 1.2693 0.0000 0.2399 0.084
H 3.808 5.545 1.350 -0.4044 -0.6966 0.8773 0.078
H 0.861 0.635 5.130 0.6298 1.0009 -0.3590 0.140
C 2.317 -1.116 -5.845 0.0250 0.2117 0.1921 -0.062
C 1.048 -1.954 -5.801 0.4591 -0.1216 -0.5957 -0.506
C 1.334 -3.410 -6.133 -0.1503 -0.1954 0.1449 -0.062
O 0.100 -1.431 -6.730 -0.2896 0.0918 0.2200 -0.062
H 2.760 -1.133 -6.845 -0.0053 -0.1406 0.0331 0.081
H 2.094 -0.072 -5.615 -0.0125 -0.0763 0.0532 0.080
H 3.057 -1.481 -5.129 0.0023 0.0225 -0.0547 0.081
H 0.598 -1.886 -4.808 -0.1304 0.0720 -0.1262 0.120
H 1.744 -3.505 -7.143 0.0933 0.0890 0.0621 0.082
H 0.413 -3.997 -6.108 0.0399 0.0470 0.0673 0.079
H 2.045 -3.845 -5.427 -0.0089 -0.0059 -0.0598 0.081
H 0.488 -1.486 -7.612 -0.0259 0.0004 0.1101 0.087
C 2.157 10.193 -0.396 0.2231 0.1604 0.0748 -0.065
C 2.399 8.705 -0.599 -0.7066 0.2106 0.0222 -0.496
C 1.498 8.141 -1.687 0.1126 -0.1489 -0.1614 -0.073
O 2.158 8.012 0.626 0.3176 -0.1838 0.0658 -0.066
H 1.125 10.380 -0.085 -0.0184 -0.0711 -0.1248 0.082
H 2.802 10.582 0.394 0.0210 -0.0415 -0.0818 0.080
H 2.351 10.753 -1.313 -0.0413 0.0012 0.0432 0.080
H 3.445 8.536 -0.864 -0.0284 -0.1048 0.1851 0.139
H 0.443 8.258 -1.420 0.0464 0.1206 0.0100 0.087
H 1.677 7.072 -1.811 0.0695 0.1677 -0.0585 0.002
H 1.673 8.639 -2.643 -0.0446 -0.0243 0.0278 0.083
H 1.235 8.154 0.871 0.1013 -0.0065 -0.0395 0.090
```
Forces are in eV/Å.



Entry 2:
Formula: C5H12O
Source: OMol25
Level of theory: ωB97M-V/def2-TZVPD

Properties
Energy relative to the best compared isomer or geometry (same formula, charge and spin) (kJ/mol): 395.6
E_HOMO (Eh): -0.2862

```
18
Properties=species:S:1:pos:R:3:forces:R:3:lowdin_charge:R:1
C -1.187 0.965 -1.199 -0.1301 0.3148 0.4966 -0.022
C -0.520 -0.722 -0.135 -0.4563 1.2344 -0.2526 -0.219
C -1.731 -1.067 0.693 -0.1035 0.0114 -0.1740 -0.140
C 0.637 -0.236 0.704 -0.0169 0.0643 -0.1556 -0.236
C 1.872 0.131 -0.091 -0.3511 -0.0882 -0.3105 -0.290
O 2.879 0.530 0.820 0.2986 0.1032 -0.0811 -0.069
H -0.570 1.342 -2.031 0.0306 -0.3670 0.4702 0.051
H -1.156 1.632 -0.352 -0.1044 0.2703 0.1189 0.042
H -2.204 0.791 -1.567 0.2108 -0.1341 0.3244 0.050
H -0.648 -0.359 -1.220 0.6421 -1.6807 -0.0618 0.035
H -1.995 -0.276 1.415 -0.0183 -0.1003 -0.1513 0.078
H -1.521 -1.966 1.293 0.0979 0.2135 -0.2374 0.081
H -2.603 -1.296 0.078 0.0300 0.0653 0.0470 0.071
H 0.353 0.605 1.361 0.0582 -0.0442 -0.1303 0.120
H 0.919 -1.048 1.396 -0.2126 0.0852 -0.2490 0.129
H 1.626 0.945 -0.790 0.1046 -0.0786 0.0872 0.111
H 2.185 -0.741 -0.685 -0.0047 0.1528 0.1017 0.123
H 3.662 0.769 0.311 -0.0748 -0.0220 0.1573 0.085
```
Forces are in eV/Å.



Entry 3:
Formula: CH4NO2P
Source: OMol25
Level of theory: ωB97M-V/def2-TZVPD

Properties
Energy relative to the best compared isomer or geometry (same formula, charge and spin) (kJ/mol): 675.3
E_HOMO (alpha / beta) (Eh): -0.3749 / -0.2982

```
9
Properties=species:S:1:pos:R:3:forces:R:3:lowdin_charge:R:1
C -0.944 -0.786 0.320 1.1755 -0.7562 -0.6738 -0.368
N 1.695 -0.110 0.035 0.1931 0.5031 -0.3857 -0.250
O 1.751 1.080 0.089 -0.6088 0.4961 0.3631 0.030
O 2.539 -0.847 -0.354 0.0526 -1.0833 -0.0110 0.069
P -1.730 0.687 -0.134 -0.0815 1.0089 2.3465 0.737
H -0.795 -1.666 -0.303 -0.1810 0.0939 0.4297 0.011
H -0.512 -0.712 1.309 -0.2064 -0.5857 0.0681 -0.006
H -1.412 0.983 -1.401 0.5330 -0.1151 -1.8956 -0.142
H -0.593 1.371 0.439 -0.8766 0.4382 -0.2413 -0.082
```
Forces are in eV/Å.



What did the third record say?
Formula: CH4NO2P
Source: OMol25
Level of theory: ωB97M-V/def2-TZVPD

Properties
Energy relative to the best compared isomer or geometry (same formula, charge and spin) (kJ/mol): 675.3
E_HOMO (alpha / beta) (Eh): -0.3749 / -0.2982

```
9
Properties=species:S:1:pos:R:3:forces:R:3:lowdin_charge:R:1
C -0.944 -0.786 0.320 1.1755 -0.7562 -0.6738 -0.368
N 1.695 -0.110 0.035 0.1931 0.5031 -0.3857 -0.250
O 1.751 1.080 0.089 -0.6088 0.4961 0.3631 0.030
O 2.539 -0.847 -0.354 0.0526 -1.0833 -0.0110 0.069
P -1.730 0.687 -0.134 -0.0815 1.0089 2.3465 0.737
H -0.795 -1.666 -0.303 -0.1810 0.0939 0.4297 0.011
H -0.512 -0.712 1.309 -0.2064 -0.5857 0.0681 -0.006
H -1.412 0.983 -1.401 0.5330 -0.1151 -1.8956 -0.142
H -0.593 1.371 0.439 -0.8766 0.4382 -0.2413 -0.082
```
Forces are in eV/Å.